Record 1
The following is a DFT calculation (the ωB97M-V functional and the def2-TZVPD basis) of C4H7NO2 in the gas phase at a distorted geometry.

Atoms and positions in Å:
C  -0.87  -0.20  -0.27
O  0.34  1.53  -1.48
H  2.58  -0.06  1.06
H  -0.37  1.31  -2.11
H  -1.70  -1.97  0.53
H  -0.65  -1.09  1.65
C  1.39  0.73  0.40
H  -2.05  1.01  -1.22
H  2.10  1.52  0.20
N  -2.01  0.12  -0.73
C  0.36  0.60  -0.47
O  1.58  -0.09  1.48
C  -0.78  -1.40  0.62
H  0.08  -2.01  0.35

Output
E_HOMO ... -8.551 eV
Lowest unoccupied orbital energy ... 0.019 Eh
Structure (SMILES) ... [H]/N=C(C)\C(O)=C/O
2S+1 ... 1
Gap between HOMO and LUMO ... 9.07 eV

***

Record 2
The following is a DFT calculation (the ωB97M-V functional and the def2-TZVPD basis) of 2 unconnected molecules or ions with the total composition C4H7NO2 at a distorted geometry.

Atoms and positions in Å:
C  1.57  -0.75  1.14
C  0.31  -0.48  0.91
C  0.77  0.85  -1.52
H  -2.27  -0.10  2.44
N  -0.82  -0.78  1.47
O  -1.54  0.30  1.95
H  -2.02  -0.44  -2.14
H  1.40  0.09  -1.95
H  2.30  -0.77  0.34
C  -0.46  0.54  -1.09
H  -1.18  1.32  -0.85
H  1.17  1.79  -1.18
H  2.00  -0.89  2.12
O  -1.23  -0.68  -1.64

Output
E_HOMO ... -8.799 eV
Lowest unoccupied orbital energy ... 0.013 Eh
Structure (SMILES) ... C=C=NO.C=CO
2S+1 ... 1
Gap between HOMO and LUMO ... 9.16 eV

***

Record 3
The following is a DFT calculation (the ωB97M-V functional and the def2-TZVPD basis) of C4H7NO2 in the gas phase at a distorted geometry.

Atoms and positions in Å:
H  -1.08  0.73  -1.74
C  -0.20  -1.15  -1.14
C  0.42  -0.19  0.74
H  1.23  -0.08  -0.11
N  -0.58  -0.78  0.31
H  -0.66  -0.41  -3.08
H  -0.27  0.56  2.59
O  0.28  -2.21  -1.40
C  0.67  0.50  2.04
H  -2.07  -0.70  -2.04
O  1.27  1.76  1.85
C  -1.05  -0.30  -2.06
H  1.38  -0.09  2.62
H  0.65  2.35  1.41

Output
E_HOMO ... -9.767 eV
Lowest unoccupied orbital energy ... 0.024 Eh
Structure (SMILES) ... CC(=O)/N=C/CO
2S+1 ... 1
Gap between HOMO and LUMO ... 10.41 eV

***

Record 4
The following is a DFT calculation (the ωB97M-V functional and the def2-TZVPD basis) of a molecular structure, C4H7NO2 at a distorted geometry.

Atoms and positions in Å:
O  -0.64  0.93  1.73
O  1.78  1.73  -0.84
C  0.58  -0.01  -0.30
C  -0.67  0.67  0.35
H  2.71  1.88  -1.01
H  -0.99  -0.18  -1.23
H  0.09  -2.15  -0.93
C  0.01  -1.41  -0.13
H  -2.20  -1.04  0.37
N  1.70  0.35  -0.77
C  -1.30  -0.62  -0.14
H  -1.07  1.57  -0.11
H  0.36  -1.84  0.81
H  -0.36  0.12  2.18

Output
E_HOMO ... -9.677 eV
Lowest unoccupied orbital energy ... 0.031 Eh
2S+1 ... 1
Gap between HOMO and LUMO ... 10.53 eV

***

Record 5
The following is a DFT calculation (the ωB97M-V functional and the def2-TZVPD basis) of C4H7NO2 in the gas phase at a distorted geometry.

Atoms and positions in Å:
H  -1.67  -0.77  0.91
O  -3.18  0.25  -0.52
H  2.51  -0.94  0.97
O  0.12  0.28  0.93
H  2.77  -0.69  -0.77
H  -2.07  1.58  -1.14
C  0.77  -0.29  -0.11
C  -2.10  0.79  -0.38
H  -1.63  0.80  1.74
C  2.26  -0.31  0.11
N  0.10  -0.68  -1.11
H  0.70  -1.04  -1.85
H  2.62  0.70  0.33
C  -1.30  0.26  0.84

Output
E_HOMO ... -9.591 eV
Lowest unoccupied orbital energy ... 0.030 Eh
Structure (SMILES) ... [H]/N=C(\C)OCC=O
2S+1 ... 1
Gap between HOMO and LUMO ... 10.40 eV

***

Record 6
The following is a DFT calculation (the ωB97M-V functional and the def2-TZVPD basis) of C4H7NO2 in the gas phase.

Atoms and positions in Å:
C  -0.79  0.76  -0.50
N  -0.47  0.83  -1.83
H  1.71  -1.28  0.84
H  -0.78  1.65  -2.33
C  1.34  -0.49  0.18
H  0.22  0.23  -2.25
C  -0.19  -0.43  0.25
H  1.71  -0.69  -0.83
O  0.03  -0.66  2.63
C  -0.68  -0.41  1.68
H  -1.76  -0.18  1.81
H  1.78  0.45  0.53
O  -1.52  1.57  0.04
H  -0.61  -1.34  -0.21

Output
E_HOMO ... -9.844 eV
Lowest unoccupied orbital energy ... 0.025 Eh
Structure (SMILES) ... C[C@@H](C=O)C(N)=O
2S+1 ... 1
Gap between HOMO and LUMO ... 10.51 eV

***

Record 7
The following is a DFT calculation (the ωB97M-V functional and the def2-TZVPD basis) of 2 unconnected molecules or ions with the total composition C4H7NO2.

Atoms and positions in Å:
N  1.82  0.77  1.35
C  0.73  -1.23  0.47
H  2.72  0.32  1.42
H  0.12  -1.95  1.00
H  1.67  -1.65  0.10
C  0.72  0.08  1.00
C  -1.66  0.71  -1.21
H  -2.69  0.71  -1.57
H  -1.16  1.67  -1.17
H  -1.72  -1.15  0.08
C  -1.14  -0.37  -0.38
O  -0.41  0.68  1.06
O  -0.84  -0.38  -1.70
H  1.75  1.76  1.50

Output
E_HOMO ... -7.445 eV
Lowest unoccupied orbital energy ... 0.027 Eh
2S+1 ... 1
Gap between HOMO and LUMO ... 8.17 eV

***

Record 8
The following is a DFT calculation (the ωB97M-V functional and the def2-TZVPD basis) of 2 unconnected molecules or ions with the total composition C4H7NO2.

Atoms and positions in Å:
C  -1.15  -1.04  0.14
H  -2.12  1.38  -0.15
C  1.09  0.08  0.14
N  1.67  -0.99  0.75
H  -2.23  -1.00  0.16
H  -0.70  -2.03  0.23
O  0.80  -0.17  -1.93
H  1.14  -1.74  1.16
H  -0.82  1.73  -1.30
H  2.67  -0.96  0.88
O  1.73  1.09  -0.15
H  -0.62  2.17  0.39
C  -1.04  1.42  -0.28
C  -0.42  0.07  -0.04

Output
E_HOMO (spin up / spin down) ... -10.187 / -9.953 eV
Lowest unoccupied orbital energy (spin up / spin down) ... -0.078 / -0.058 Eh
2S+1 ... 1
Gap between HOMO and LUMO (spin up / spin down) ... 8.07 / 8.38 eV

***

Record 9
The following is a DFT calculation (the ωB97M-V functional and the def2-TZVPD basis) of C4H7NO2 in the gas phase.

Atoms and positions in Å:
H  -0.31  1.64  -0.67
C  2.20  0.22  0.05
N  0.86  0.03  0.09
C  -1.20  -0.21  0.19
C  -0.01  -1.11  -0.19
O  2.74  1.29  0.21
H  0.16  -2.00  0.42
H  -1.60  -0.44  1.19
C  -0.22  0.99  0.21
O  -2.21  -0.22  -0.78
H  2.75  -0.73  -0.11
H  -0.05  -1.39  -1.25
H  -0.17  1.60  1.12
H  -2.94  0.32  -0.47

Output
E_HOMO ... -9.422 eV
Lowest unoccupied orbital energy ... 0.022 Eh
Structure (SMILES) ... O=CN1CC(O)C1
2S+1 ... 1
Gap between HOMO and LUMO ... 10.03 eV

***

Record 10
The following is a DFT calculation (the ωB97M-V functional and the def2-TZVPD basis) of C4H7NO2 in the gas phase.

Atoms and positions in Å:
O  -1.79  -1.51  -1.51
C  -1.52  -0.76  -0.61
H  1.60  -1.54  0.25
H  0.77  -0.85  -1.24
H  -1.99  1.29  -0.94
H  -0.54  0.73  -1.81
O  -0.29  1.20  0.20
C  0.72  0.35  0.51
C  1.00  -0.77  -0.19
C  -1.08  0.68  -0.86
H  2.27  0.17  1.79
H  1.09  1.31  2.34
H  -1.69  -1.02  0.46
N  1.45  0.73  1.60

Output
E_HOMO ... -8.335 eV
Lowest unoccupied orbital energy ... 0.032 Eh
Structure (SMILES) ... C=C(N)OCC=O
2S+1 ... 1
Gap between HOMO and LUMO ... 9.20 eV

***

Please write out number 7 again, unchanged.
The following is a DFT calculation (the ωB97M-V functional and the def2-TZVPD basis) of 2 unconnected molecules or ions with the total composition C4H7NO2.

Atoms and positions in Å:
N  1.82  0.77  1.35
C  0.73  -1.23  0.47
H  2.72  0.32  1.42
H  0.12  -1.95  1.00
H  1.67  -1.65  0.10
C  0.72  0.08  1.00
C  -1.66  0.71  -1.21
H  -2.69  0.71  -1.57
H  -1.16  1.67  -1.17
H  -1.72  -1.15  0.08
C  -1.14  -0.37  -0.38
O  -0.41  0.68  1.06
O  -0.84  -0.38  -1.70
H  1.75  1.76  1.50

Output
E_HOMO ... -7.445 eV
Lowest unoccupied orbital energy ... 0.027 Eh
2S+1 ... 1
Gap between HOMO and LUMO ... 8.17 eV

***

Please write out number 3 again, unchanged.
The following is a DFT calculation (the ωB97M-V functional and the def2-TZVPD basis) of C4H7NO2 in the gas phase at a distorted geometry.

Atoms and positions in Å:
H  -1.08  0.73  -1.74
C  -0.20  -1.15  -1.14
C  0.42  -0.19  0.74
H  1.23  -0.08  -0.11
N  -0.58  -0.78  0.31
H  -0.66  -0.41  -3.08
H  -0.27  0.56  2.59
O  0.28  -2.21  -1.40
C  0.67  0.50  2.04
H  -2.07  -0.70  -2.04
O  1.27  1.76  1.85
C  -1.05  -0.30  -2.06
H  1.38  -0.09  2.62
H  0.65  2.35  1.41

Output
E_HOMO ... -9.767 eV
Lowest unoccupied orbital energy ... 0.024 Eh
Structure (SMILES) ... CC(=O)/N=C/CO
2S+1 ... 1
Gap between HOMO and LUMO ... 10.41 eV